Entry 1:
A molecular structure, C24H58N5O10Zn, computed with ωB97M-V with the def2-TZVPD basis set.

Last column: Löwdin charge in e.
Positions of all 98 atoms, in Å:
Zn: 21.851 -23.773 13.373  1.152
C: 24.902 -23.788 15.923  0.066
C: 23.756 -23.710 14.906  -0.718
O: 22.619 -23.353 15.276  -0.053
O: 23.890 -24.133 13.786  0.005
H: 25.719 -23.162 15.563  0.077
H: 25.256 -24.814 15.814  0.083
H: 24.722 -23.503 16.959  0.083
O: 22.170 -21.943 12.771  -0.080
C: 22.326 -21.098 11.803  -0.407
N: 21.855 -21.255 10.548  0.219
C: 23.028 -19.800 12.114  0.028
H: 21.510 -22.155 10.246  0.131
H: 21.842 -20.422 9.976  0.135
H: 22.350 -19.034 12.491  0.093
H: 23.391 -19.364 11.183  0.090
H: 23.911 -19.914 12.741  0.088
O: 27.257 -28.477 12.371  -0.019
C: 26.708 -28.649 13.514  -0.578
N: 26.651 -29.767 14.167  0.161
C: 26.038 -27.500 14.261  -0.028
H: 26.042 -29.849 14.969  0.112
H: 26.929 -30.674 13.818  0.129
H: 25.047 -27.785 14.613  0.076
H: 25.960 -26.594 13.660  0.070
H: 26.712 -27.080 15.008  0.081
C: 32.629 -22.495 21.646  -0.160
O: 31.657 -21.939 20.842  -0.184
C: 31.878 -21.941 19.362  -0.164
C: 30.874 -21.077 18.563  -0.169
N: 29.816 -22.054 18.087  -0.081
C: 29.119 -21.614 16.896  -0.173
C: 28.030 -20.453 17.247  -0.184
O: 26.698 -20.939 17.365  -0.225
C: 26.217 -21.212 18.648  -0.109
H: 33.346 -21.811 22.099  0.080
H: 33.238 -23.236 21.129  0.086
H: 32.212 -22.923 22.558  0.084
H: 32.141 -22.872 18.861  0.115
H: 32.888 -21.562 19.210  0.104
H: 31.199 -20.619 17.630  0.106
H: 30.599 -20.193 19.138  0.113
H: 29.202 -21.973 18.884  0.087
H: 28.603 -22.482 16.486  0.105
H: 29.874 -21.140 16.269  0.101
H: 28.109 -19.650 16.514  0.105
H: 28.301 -19.860 18.120  0.112
H: 26.748 -21.945 19.254  0.091
H: 25.247 -21.633 18.382  0.062
H: 26.033 -20.275 19.174  0.095
C: 20.709 -25.882 17.255  -0.122
O: 19.818 -24.942 16.660  -0.217
C: 19.455 -23.929 17.544  -0.186
C: 20.709 -22.942 17.949  -0.140
N: 20.964 -21.796 16.999  -0.062
C: 21.792 -20.756 17.624  -0.182
C: 21.862 -19.480 16.766  -0.185
O: 20.731 -19.268 15.927  -0.200
C: 20.756 -18.070 15.202  -0.115
H: 20.196 -26.445 18.035  0.093
H: 21.738 -25.692 17.562  0.077
H: 20.879 -26.593 16.446  0.080
H: 18.867 -24.399 18.332  0.116
H: 18.774 -23.382 16.894  0.114
H: 21.568 -23.601 18.077  0.086
H: 20.477 -22.586 18.952  0.104
H: 21.501 -22.245 16.270  0.041
H: 22.782 -21.175 17.806  0.100
H: 21.286 -20.712 18.588  0.111
H: 22.754 -19.511 16.140  0.114
H: 21.799 -18.653 17.473  0.122
H: 19.847 -17.980 14.608  0.095
H: 21.595 -18.060 14.506  0.047
H: 20.945 -17.229 15.869  0.090
C: 24.397 -16.925 14.216  -0.097
O: 25.199 -15.670 14.229  -0.194
C: 26.499 -15.707 13.445  -0.165
C: 26.384 -15.890 11.958  -0.194
N: 25.980 -17.280 11.719  -0.079
C: 26.949 -18.164 11.162  -0.245
C: 26.969 -19.598 11.684  -0.165
O: 27.141 -19.583 13.160  -0.190
C: 27.111 -20.942 13.621  -0.092
H: 23.653 -16.610 14.948  0.077
H: 24.860 -17.880 14.463  0.082
H: 23.813 -16.858 13.298  0.073
H: 27.054 -16.557 13.841  0.120
H: 26.989 -14.734 13.435  0.120
H: 27.330 -15.624 11.485  0.125
H: 25.604 -15.161 11.740  0.119
H: 25.732 -17.831 12.528  0.043
H: 27.938 -17.709 11.224  0.111
H: 26.860 -17.941 10.099  0.120
H: 27.634 -20.146 11.016  0.128
H: 25.989 -20.039 11.497  0.091
H: 26.159 -21.358 13.292  0.073
H: 27.019 -21.048 14.702  0.060
H: 28.023 -21.462 13.327  0.102

Output
Frontier orbital gap, eV: 4.6659
Net charge: +1


Entry 2:
A molecular structure, C24H58O14P2, computed with ωB97M-V with the def2-TZVPD basis set.

Last column: Löwdin charge in e.
Positions of all 98 atoms, in Å:
C: -14.139 12.901 5.138  -0.161
O: -14.895 13.082 3.904  -0.131
C: -14.227 12.497 2.791  -0.214
C: -14.808 13.238 1.678  -0.175
O: -14.313 12.843 0.372  -0.158
C: -14.789 13.505 -0.773  -0.200
C: -14.877 12.399 -1.785  -0.245
O: -15.109 12.693 -3.094  -0.190
C: -14.911 11.602 -4.078  -0.046
H: -13.889 11.859 5.337  0.070
H: -14.554 13.289 6.068  0.107
H: -13.227 13.423 4.847  0.010
H: -14.310 11.411 2.736  0.141
H: -13.182 12.796 2.717  0.097
H: -14.506 14.285 1.713  0.096
H: -15.888 13.143 1.786  0.143
H: -14.126 14.366 -0.856  0.106
H: -15.754 14.009 -0.727  0.115
H: -15.636 11.633 -1.624  0.137
H: -13.867 11.992 -1.751  0.110
H: -13.890 11.221 -4.091  0.077
H: -14.932 11.793 -5.151  0.082
H: -15.636 10.861 -3.741  0.084
C: -11.256 12.752 -0.551  -0.124
O: -10.470 13.129 0.555  -0.194
C: -11.151 14.030 1.526  -0.136
C: -10.394 13.876 2.807  -0.124
O: -10.749 14.909 3.818  -0.237
C: -12.134 14.938 4.282  -0.138
C: -12.228 15.985 5.354  -0.215
O: -11.562 15.579 6.470  -0.204
C: -11.379 16.586 7.563  -0.014
H: -10.584 12.074 -1.077  0.088
H: -11.447 13.643 -1.149  0.095
H: -12.123 12.097 -0.467  0.066
H: -12.222 13.850 1.436  0.096
H: -10.952 15.055 1.212  0.123
H: -9.337 13.989 2.563  0.149
H: -10.475 12.833 3.114  0.051
H: -12.287 13.952 4.720  0.058
H: -12.746 15.099 3.394  0.137
H: -13.282 16.135 5.587  0.145
H: -11.893 16.908 4.883  0.090
H: -10.834 17.488 7.285  0.065
H: -10.972 16.028 8.406  0.085
H: -12.375 16.909 7.865  0.088
C: -8.970 14.454 6.810  -0.009
C: -9.971 13.725 5.788  -0.217
O: -10.245 12.365 6.153  -0.169
P: -11.199 11.461 5.142  0.608
O: -12.538 12.112 5.035  -0.342
O: -10.314 11.444 3.799  -0.219
C: -10.730 10.537 2.716  -0.208
C: -9.977 9.205 2.635  -0.054
O: -11.025 9.959 5.727  -0.188
C: -12.032 9.420 6.706  -0.180
C: -12.087 10.301 7.993  -0.067
H: -9.469 14.656 7.758  0.044
H: -8.118 13.810 7.028  0.070
H: -8.639 15.474 6.616  0.071
H: -10.916 14.203 5.532  0.062
H: -9.507 13.631 4.806  0.095
H: -11.806 10.365 2.713  0.112
H: -10.650 11.128 1.804  0.108
H: -10.468 8.513 1.950  0.080
H: -8.953 9.395 2.312  0.078
H: -9.867 8.668 3.578  0.069
H: -12.954 9.362 6.128  0.108
H: -11.838 8.405 7.053  0.110
H: -12.177 11.358 7.742  0.061
H: -12.907 9.893 8.583  0.077
H: -11.201 10.252 8.625  0.079
C: -14.915 19.637 3.086  -0.062
C: -13.603 20.154 2.509  -0.297
O: -12.527 19.406 2.970  -0.189
P: -11.868 18.259 2.028  0.531
O: -10.968 18.720 0.965  -0.214
O: -13.190 17.257 1.736  -0.216
C: -13.632 17.063 0.327  -0.169
C: -15.147 16.514 0.371  -0.071
O: -11.174 17.210 3.049  -0.240
C: -9.975 17.562 3.692  -0.242
C: -10.219 18.369 4.947  -0.063
H: -15.854 20.158 2.902  0.079
H: -15.056 18.599 2.784  0.058
H: -14.791 19.656 4.169  0.078
H: -13.616 20.148 1.419  0.114
H: -13.489 21.183 2.849  0.121
H: -13.687 17.910 -0.356  0.116
H: -13.160 16.143 -0.018  0.088
H: -15.499 15.969 -0.505  0.055
H: -15.260 15.793 1.180  0.047
H: -15.943 17.186 0.690  0.068
H: -9.502 16.618 3.964  0.119
H: -9.329 17.991 2.927  0.123
H: -10.946 19.173 4.839  0.078
H: -10.637 17.855 5.813  0.018
H: -9.377 18.971 5.289  0.090

Output
Frontier orbital gap, eV: 8.4506
Energy above the lowest of the compared OMol25 structures with the same formula, charge and spin, kJ/mol: 866.9
Net charge: 0


Calculated HOMO energy in order - -10.461, -7.714 eV